Formula: C4H7IN
Source: the Open Molecules 2025 dataset
Level of theory: the ωB97M-V functional and the def2-TZVPD basis

Results
Energy above the lowest of the compared OMol25 structures with the same formula, charge and spin, kcal per mole: 52.4
Charge: +1
Orbital gap, eV: 7.521
LUMO energy, eV: -5.40
HOMO, eV: -12.92

Each line ends with the natural charge from an NBO analysis.
Element x y z (Å)
C: -0.605 1.150 1.667  0.1465
N: -0.918 0.379 0.711  -0.3742
C: -0.363 0.525 -0.659  -0.2886
C: 0.847 -0.437 -0.889  -0.2204
C: 0.747 -1.735 -0.783  -0.3667
I: 2.594 0.418 -1.579  0.2604
H: -0.926 0.947 2.657  0.2300
H: -0.038 2.101 1.525  0.2401
H: -1.246 -0.532 0.839  0.4349
H: -0.106 1.595 -0.797  0.2480
H: -1.358 0.350 -1.259  0.2574
H: 1.436 -2.472 -0.888  0.2333
H: -0.063 -2.290 -0.545  0.1994